55
Properties=species:S:1:pos:R:3 method="wB97M-V/def2-TZVPD" homo_energy_ev=-7.3 homo_lumo_gap_ev=7.45 spin_multiplicity=1 energy_ha=-4106.5228 de_lowest_kj_mol=0.0
Cu -1.32514 -0.16409 0.97013
S -2.93335 -0.98103 2.76228
S 0.41244 -1.03922 2.27968
S -1.20297 1.89649 2.19437
P 0.74618 -1.04876 -1.32728
C -2.94125 0.41653 3.93325
C -1.84601 -2.16530 3.61682
C 2.92461 -0.17061 -4.73947
C 2.02270 -2.40287 -3.37485
C -3.50704 -0.01621 -2.70461
C 2.59259 0.48768 0.05803
C -0.91799 -0.58528 -1.93169
C -2.61382 1.77440 3.31567
C 3.15535 1.63414 0.59908
C -2.55556 -0.29751 -3.67245
C -1.25330 -0.58086 -3.28339
C -1.85658 -0.30744 -0.91506
C 1.29490 2.91693 -0.21030
C 0.45720 0.11640 3.68361
C 2.73385 -2.55601 -4.55746
C -0.49763 -2.44788 2.94960
C 1.38382 0.53834 -0.63933
C -3.15334 -0.01768 -1.35863
C 2.20476 -0.02045 -3.56372
C 3.18894 -1.43843 -5.24038
C 2.50454 2.85516 0.46776
C 1.74409 -1.13608 -2.86589
C 0.24111 1.56162 3.23391
C 0.74002 1.76785 -0.76199
H -2.25167 0.18444 4.74185
H -0.63751 -3.07986 2.07155
H -0.50661 -0.79825 -4.03863
H -2.50717 2.51163 4.11454
H 1.43148 0.04980 4.17006
H 1.07816 1.88047 2.60812
H -2.82114 -0.29559 -4.72271
H 3.75005 -1.55434 -6.15894
H 4.10120 1.57600 1.12403
H -0.20711 1.81861 -1.28453
H 1.67801 -3.27865 -2.83684
H 3.09673 -0.46598 0.17447
H -4.52780 0.20393 -2.99732
H 0.77957 3.86386 -0.31418
H -3.44543 2.10438 2.68991
H 2.93798 -3.54830 -4.93953
H 0.12783 -2.99956 3.65430
H -3.92961 0.20898 -0.63191
H 3.27822 0.70575 -5.26830
H -1.71106 -1.81103 4.63814
H 1.99932 0.97433 -3.18749
H -3.93594 0.47791 4.37660
H 0.22055 2.21792 4.10669
H -2.38881 -3.10777 3.69077
H -0.29220 -0.18141 4.41251
H 2.93987 3.75291 0.88915